No. 1
12
Properties=species:S:1:pos:R:3:forces:R:3 method="wB97M-V/def2-TZVPD" charge=0 lumo_ev=0.75 gap_ev=10.71 fmax_ha_per_bohr=0.0876 smiles="NC(=O)CCCl" molar_mass_g_mol=107.54
N 0.335708 2.303281 -0.967255 2.12 0.88 0.40
C -0.051628 1.033710 -0.991608 -0.61 -4.31 -1.17
O -1.093497 0.636976 -1.514009 0.21 1.25 0.88
C 0.880128 -0.192153 -0.544061 -1.29 1.07 -0.03
C 0.031969 -1.287672 0.102473 -0.34 -1.11 -0.67
Cl -0.122715 -1.162206 1.873267 -0.05 0.21 0.04
H 1.299935 2.515077 -1.262406 -0.82 -0.14 0.71
H -0.356282 2.939866 -1.266229 -0.66 0.71 -0.61
H 1.721526 0.067357 0.113214 -0.03 -0.11 -0.57
H 1.118940 -0.667009 -1.506678 0.68 0.50 0.23
H 0.530482 -2.259171 -0.098732 -0.24 0.58 0.34
H -0.993235 -1.380706 -0.342681 1.03 0.47 0.45



No. 2
12
Properties=species:S:1:pos:R:3:forces:R:3 method="wB97M-V/def2-TZVPD" charge=0 lumo_ev=0.75 gap_ev=9.59 fmax_ha_per_bohr=0.0769 smiles="O/C=C/Cl.C=N" molar_mass_g_mol=107.54
O 1.322835 2.139371 0.432635 -1.36 -0.17 -0.20
C 2.275051 1.351232 -0.094940 1.56 0.26 1.49
C 2.637853 0.160140 0.370958 -1.18 0.02 -1.31
Cl 3.987570 -0.671984 -0.270485 0.43 -0.29 -0.11
H 0.591573 1.635829 0.866789 0.90 0.28 -0.59
H 3.025603 1.848378 -0.672534 -0.12 0.81 -0.57
H 1.844033 -0.431801 0.736665 -0.27 -0.93 1.23
C -0.714109 -1.329609 -0.031301 2.14 -0.34 -0.76
N -1.341845 -0.258637 0.067130 -1.92 1.81 2.95
H 0.145379 -1.219972 -0.761129 -1.07 -1.03 0.38
H -0.791133 -2.242302 0.581152 -0.09 0.34 -0.12
H -1.973308 -0.172414 0.966745 0.97 -0.77 -2.39



No. 3
13
Properties=species:S:1:pos:R:3:forces:R:3 method="wB97M-V/def2-TZVPD" charge=0 lumo_ev="0.65 / -3.89" gap_ev="7.09 / 6.28" fmax_ha_per_bohr=0.1301 spin_multiplicity=3 molar_mass_g_mol=123.54
C -0.933648 -0.992089 0.133984 1.85 0.56 0.14
C 0.918269 0.414808 -0.877355 3.05 -0.22 0.20
C 0.205776 0.030904 0.336196 -3.56 -3.92 -4.08
N 0.698606 0.214391 1.511282 1.10 0.55 3.98
O -1.475669 -1.136026 -1.102805 0.23 -1.13 0.78
O -1.268191 -1.748995 1.002551 -0.24 -0.19 1.03
Cl -1.918537 1.397734 0.283879 -1.04 1.23 0.28
H 2.009821 0.818922 -0.558999 -2.47 -0.69 -1.16
H 0.337177 1.124749 -1.412672 -0.09 1.28 -0.65
H 1.035746 -0.444764 -1.588411 0.21 0.58 0.71
H 1.534046 0.770907 1.436271 0.15 -0.08 1.22
H -1.414849 -0.327933 -1.567669 0.12 1.44 -1.00
H 0.271448 -0.122605 2.403749 0.68 0.57 -1.45



No. 4
13
Properties=species:S:1:pos:R:3:forces:R:3 method="wB97M-V/def2-TZVPD" charge=0 lumo_ev=0.70 gap_ev=9.17 fmax_ha_per_bohr=0.0547 molar_mass_g_mol=139.61
C -0.431391 1.609442 -0.293144 -0.03 0.19 -1.16
O 0.609432 0.650705 -0.252698 0.41 1.70 -0.98
C 0.378625 -0.570259 0.128027 -0.14 -2.43 1.40
C -0.979154 -1.016680 0.669399 0.18 0.34 -0.37
Cl -2.087566 -1.537917 -0.629223 -0.19 0.11 -0.52
N 1.305950 -1.443625 0.169720 -0.66 -0.17 -0.08
S 2.857512 -1.199559 -0.400904 -0.02 0.37 -0.06
H -0.726577 1.859568 0.693538 -0.41 0.31 0.99
H -1.285704 1.259371 -0.882946 0.13 -0.02 0.14
H -0.014312 2.496348 -0.778166 -0.05 -0.22 0.12
H -0.846867 -1.917487 1.242219 0.29 0.05 0.42
H -1.533039 -0.249154 1.215100 0.36 -0.14 0.07
H 2.753097 0.059251 -0.880927 0.14 -0.09 0.03